Computed, not measured: one molecule with the formula C7H14N2 in a non-equilibrium geometry, with ωB97M-V/def2-TZVPD.

Structure (XYZ):
```
23
C7H14N2 ωB97M-V/def2-TZVPD
H -1.53 -3.01 1.25
N -0.81 -2.50 0.73
C -0.73 -1.27 1.05
C -1.67 -0.60 2.01
C 0.72 -0.39 0.53
C 0.26 0.54 -0.50
C -0.51 1.76 -0.02
C -0.27 -0.03 -1.80
N 1.93 1.22 -0.73
C 2.82 0.52 -1.32
H -1.10 -0.04 2.75
H -2.29 -1.33 2.53
H -2.34 0.08 1.47
H 1.09 0.08 1.44
H 1.36 -1.19 0.16
H -0.25 2.61 -0.66
H -1.59 1.62 -0.09
H -0.26 2.03 1.00
H -0.24 -1.12 -1.85
H 0.31 0.31 -2.66
H -1.31 0.24 -2.00
H 2.67 -0.52 -1.64
H 3.76 0.98 -1.66
```

Values from the calculation:
Gap between HOMO and LUMO: 9.286 eV
E_tot: -384.52793 Eh
M: 126.20 g mol⁻¹
SMILES string: [H]/N=C(\C)CC(C)(C)N=C
LUMO energy: 0.9 eV
Highest occupied orbital energy: -8.39 eV